[1]
88
Properties=species:S:1:pos:R:3 method="wB97M-V/def2-TZVPD" e_lumo_ev="-5.5486 / -4.5595" gap_ev="4.709 / 5.725" e_homo_ev="-10.26 / -10.28" charge=+1
Tl 0.4661 0.0115 -0.8071
C -1.9693 1.5896 0.2018
C -2.4713 0.7064 -0.7959
C -2.1500 -0.4969 1.1460
C -1.8636 0.8668 1.4213
C -2.5628 -0.5929 -0.2052
C -1.8050 3.0347 0.0239
H -1.4087 3.2441 -0.9701
H -1.1316 3.4518 0.7697
H -2.7714 3.5461 0.1122
C -1.7465 1.4455 2.7641
H -1.5103 2.5136 2.7123
H -0.9638 0.9227 3.3350
H -2.6965 1.3301 3.3168
C -2.2373 -1.5950 2.1113
H -3.2819 -1.7809 2.3957
H -1.6705 -1.3771 3.0158
H -1.8367 -2.5136 1.6737
C -3.1593 -1.7773 -0.8303
H -4.2557 -1.7691 -0.7451
H -2.8079 -2.6866 -0.3418
H -2.8921 -1.7993 -1.8888
C -2.9791 1.1328 -2.1108
H -3.9696 1.6248 -2.0224
H -3.0989 0.2762 -2.7861
H -2.2891 1.8569 -2.5715
C 1.6162 0.4622 -3.3908
C 0.5732 1.3200 -3.5176
C -0.0422 1.5671 -4.8627
C -0.9126 0.4239 -5.4831
C -1.0295 -0.8435 -4.6770
C 0.0100 -1.6874 -4.5629
C 1.3322 -1.3823 -5.2258
C 2.1915 -0.2633 -4.5655
H 0.7488 1.7899 -5.6029
H -0.5158 0.2256 -6.4999
H -0.6990 2.4518 -4.7869
H 2.4501 0.4609 -5.3591
H 2.2019 0.3100 -2.4621
H 0.1783 1.9195 -2.6779
H 3.1269 -0.7419 -4.2241
H 1.9468 -2.2982 -5.1976
H -0.0512 -2.6558 -4.0398
H 1.1991 -1.0965 -6.2882
H -1.9275 0.8388 -5.5989
H -2.0259 -1.0308 -4.2440
P 1.8600 1.9356 0.7014
C 1.4698 2.7765 2.2588
H 2.2771 3.4274 2.6136
H 1.2959 2.0286 3.0364
H 0.5566 3.3730 2.1686
C 3.5306 1.2786 0.9279
H 4.2167 2.0319 1.3252
H 3.9287 0.9207 -0.0269
H 3.5058 0.4375 1.6265
C 2.0355 3.3528 -0.4209
H 2.4458 3.0587 -1.3911
H 2.6751 4.1333 0.0049
H 1.0477 3.7905 -0.6115
P 1.0836 -2.6248 -0.1397
C -0.1699 -3.7909 -0.7520
H 0.2485 -4.6942 -1.2039
H -0.8181 -3.3002 -1.4859
H -0.8208 -4.1039 0.0750
C 2.6673 -2.7537 -1.0266
H 2.5714 -2.8052 -2.1150
H 3.2519 -3.6152 -0.6914
H 3.2553 -1.8523 -0.8048
C 1.4919 -3.3634 1.4728
H 1.7665 -4.4167 1.3510
H 0.6286 -3.2931 2.1456
H 2.3140 -2.8254 1.9566
O 3.1455 2.3655 5.7800
S 3.1584 0.9194 5.7129
O 4.2334 0.1820 6.2939
N 2.7190 0.3939 4.2165
C 1.5415 -0.2333 4.1573
S 0.8442 -0.6357 2.6704
C 0.8747 -0.3367 5.4563
C -0.4154 -0.7863 5.7615
C -0.8492 -0.6762 7.0967
C -0.0432 -0.0882 8.0959
C 1.2206 0.4296 7.7415
C 1.6484 0.3137 6.4254
H -1.0250 -1.2066 4.9501
H -1.8328 -1.0634 7.3594
H -0.4019 -0.0413 9.1370
H 1.8672 0.9012 8.4743

---

[2]
84
Properties=species:S:1:pos:R:3 method="wB97M-V/def2-TZVPD" e_lumo_ev="-3.4882 / -3.7436" gap_ev="6.115 / 5.804" e_homo_ev="-9.60 / -9.55" charge=+1
Al -0.8004 0.4102 -0.4277
C -0.2184 -2.6485 1.8359
C 1.1710 -2.8729 1.5954
C 0.9613 -1.1322 3.0749
C -0.3275 -1.6419 2.8167
C 1.9001 -1.9391 2.3719
C -1.3293 -3.4904 1.3508
H -1.1372 -3.9648 0.3800
H -2.2600 -2.9120 1.2580
H -1.5069 -4.2842 2.0955
C -1.5779 -1.2587 3.5039
H -2.4208 -1.8810 3.1691
H -1.8497 -0.2168 3.2836
H -1.4776 -1.3448 4.6102
C 1.2829 -0.1045 4.0845
H 0.7413 -0.3486 5.0142
H 0.9751 0.9134 3.8002
H 2.3610 -0.0648 4.2865
C 3.3445 -1.9841 2.6750
H 3.4957 -2.5024 3.6392
H 3.7631 -0.9734 2.7857
H 3.9052 -2.5347 1.9097
C 1.7353 -4.0957 0.9824
H 1.7894 -4.8885 1.7423
H 2.7465 -3.9217 0.6095
H 1.0956 -4.4707 0.1765
C -1.6617 0.6312 -3.7625
C -1.7720 -0.8494 -3.6779
C -0.7774 -1.6978 -4.5914
C 0.6822 -1.2974 -4.7334
C 1.2800 -0.6150 -3.5451
C 1.4054 0.7302 -3.5273
C 0.6524 1.6487 -4.4550
C -0.8111 1.2207 -4.8087
H -1.2690 -1.5916 -5.5785
H 0.7831 -0.7107 -5.6511
H -0.8417 -2.7637 -4.2918
H -0.7903 0.6524 -5.7504
H -2.5402 1.1877 -3.4928
H -2.7824 -1.3439 -3.9471
H -1.3342 2.1470 -5.1105
H 0.6048 2.6326 -3.9897
H 2.1689 1.1999 -2.8614
H 1.2232 1.7773 -5.3912
H 1.2544 -2.2087 -4.9659
H 1.9317 -1.2375 -2.8947
P -1.6186 -1.0897 -1.9610
P 1.7060 1.1772 0.2356
C -0.2765 1.7441 -1.6411
C 0.8824 2.4557 -1.0084
H -1.2352 2.2174 -1.9036
H -0.0399 0.9299 -2.3689
H 1.6683 2.6325 -1.7686
H 0.5160 3.3816 -0.4786
C 2.5663 2.3415 1.3702
H 3.1333 1.7762 2.1343
H 1.7768 2.9475 1.8550
H 3.2265 2.9801 0.7530
C 2.9567 0.0165 -0.5369
H 3.3049 0.3954 -1.5027
H 2.4940 -0.9739 -0.6786
H 3.7970 -0.1112 0.1585
C -3.3718 -0.5940 -1.4377
H -3.5398 -1.3518 -0.6646
H -4.1789 -0.5966 -2.2211
H -3.3230 0.4244 -0.9759
C -0.4260 -2.4240 -1.6420
H 0.0126 -2.1885 -0.6540
H 0.3755 -2.5572 -2.3904
H -1.0583 -3.3033 -1.5842
C -1.6250 1.4903 1.3027
C -1.4890 2.4820 2.4259
C -1.2392 2.1873 3.7940
C -1.2821 3.1702 4.7956
C -1.5833 4.5006 4.4537
C -1.8426 4.8139 3.1155
C -1.7690 3.8325 2.1371
H -2.2240 0.6120 1.6393
H -2.1400 2.0355 0.4702
H -1.0364 1.1803 4.1217
H -1.0997 2.8932 5.8456
H -1.6692 5.2659 5.2604
H -2.1272 5.8537 2.8516
H -1.9900 4.0936 1.1009

---

[3]
90
Properties=species:S:1:pos:R:3 method="wB97M-V/def2-TZVPD" e_lumo_ev=-15.2367 gap_ev=3.338 e_homo_ev=-18.58 charge=+4
C 2.7517 4.2171 -1.2661
C 1.7954 3.6060 -2.1261
C 1.9399 3.7383 -3.5264
C 3.0482 4.4450 -3.9947
N 3.9133 5.0076 -3.1694
C 3.8108 4.9051 -1.8497
C 0.5347 3.1490 -1.6407
C -0.6138 3.2700 -1.1693
C -1.6687 2.6263 -0.4573
C -1.7176 1.2552 -0.7427
C -2.9051 0.5980 -0.2938
C -3.1195 1.1094 1.0632
C -3.1671 2.4532 1.4586
C -2.4532 3.2461 0.5710
Zr -1.6956 -0.3211 1.2693
P 1.0930 -0.6712 -0.1432
H 1.2240 3.2790 -4.2151
H 2.6774 4.1756 -0.1904
H 3.2135 4.5335 -5.0751
H 4.5992 5.3612 -1.2280
H -2.4633 4.3484 0.7232
H -0.7827 0.7719 -1.1882
H -3.7137 2.8252 2.3399
H -3.4935 -0.1748 -0.8019
C 2.0483 -2.2533 -0.0617
C 3.2167 -2.5389 -0.9923
H 1.2930 -3.0413 -0.1440
H 2.3734 -2.2468 0.9845
H 3.5366 -3.5711 -0.7811
H 2.9723 -2.4802 -2.0633
H 4.0650 -1.8695 -0.8000
C 1.3571 -0.1593 -1.9132
C 2.7329 0.2640 -2.4192
H 0.6740 0.6756 -2.0780
H 0.9697 -1.0111 -2.4850
H 2.6483 0.4369 -3.5009
H 3.1044 1.2057 -1.9935
H 3.4797 -0.5096 -2.2247
C 2.3494 0.5063 0.4961
C 3.8308 0.1603 0.4695
H 2.0493 0.7479 1.5069
H 2.1248 1.3958 -0.1031
H 4.3610 0.9514 1.0092
H 4.1000 -0.7946 0.9379
H 4.2231 0.1220 -0.5455
Br -4.0442 -0.8930 2.4459
P -1.8696 -2.0320 -1.9171
C -0.7095 -2.9526 -2.9967
C -1.2284 -4.2957 -3.6014
H 0.1741 -3.1299 -2.3553
H -0.4180 -2.2529 -3.8011
H -0.4191 -4.6509 -4.2554
H -1.3763 -5.0423 -2.7998
H -2.1503 -4.1340 -4.2055
C -2.9581 -3.3606 -1.1215
C -4.3601 -3.5111 -1.7067
H -3.0336 -3.1381 -0.0305
H -2.3865 -4.3036 -1.1871
H -4.9349 -4.2393 -1.1067
H -4.9211 -2.5625 -1.6970
H -4.3062 -3.8790 -2.7473
C -2.9336 -1.1295 -3.1306
C -3.3392 -1.6712 -4.4926
H -2.3502 -0.2259 -3.3021
H -3.8332 -0.7896 -2.6178
H -3.9567 -0.9664 -5.0542
H -2.5136 -1.8482 -5.1760
H -3.8837 -2.6089 -4.4319
C 1.1544 -1.2109 5.6640
N 1.3053 0.2758 5.4267
C 0.0952 0.8675 6.0967
N -1.2152 0.3736 5.5653
C -1.2204 -1.1044 5.8261
N -0.0996 -1.8206 5.1590
C -0.1735 -1.7961 3.7141
P 0.0184 0.0896 3.0702
C 1.4699 0.6257 4.0021
C -1.4043 0.6167 4.0969
H 1.1078 -1.2961 6.7522
H 2.0272 -1.7110 5.2435
H 0.1192 1.9662 6.0691
H 0.1581 0.5073 7.1445
H -2.1861 -1.5081 5.5204
H -1.0627 -1.2338 6.9013
H 0.6533 -2.4055 3.3013
H -1.1542 -2.2193 3.3417
H 1.5142 1.7375 3.9146
H 2.4143 0.1438 3.6476
H -2.3226 0.0397 3.8386
H -1.5495 1.6904 3.9223

---

[4]
88
Properties=species:S:1:pos:R:3 method="wB97M-V/def2-TZVPD" e_lumo_ev="-4.4863 / -4.8393" gap_ev="4.782 / 4.309" e_homo_ev="-9.27 / -9.15" charge=+1 multiplicity=6
Fe -2.2302 1.1609 -5.6654
C 0.5544 0.7467 0.7626
C 1.6335 1.1587 -0.0609
C -0.1700 2.4731 -0.5261
C -0.5680 1.5374 0.4536
C 1.1910 2.2442 -0.8529
C 0.6175 -0.2532 1.8622
H 1.4456 -0.9392 1.6719
H -0.3414 -0.8024 1.9247
H 0.7911 0.2274 2.8456
C -1.9124 1.4227 1.1086
H -2.2029 0.3673 1.2090
H -2.6511 1.9623 0.5161
H -1.9020 1.8541 2.1221
C -0.9772 3.5988 -1.0346
H -0.5531 4.5387 -0.6688
H -1.9959 3.4946 -0.6537
H -0.9869 3.6276 -2.1301
C 2.0177 3.0663 -1.7478
H 2.3453 3.9899 -1.2471
H 1.4564 3.3529 -2.6381
H 2.9158 2.5400 -2.0572
C 2.9815 0.5459 -0.1051
H 3.5640 0.8215 0.7843
H 3.5286 0.8766 -0.9852
H 2.8704 -0.5406 -0.1412
C -1.0070 -2.7768 -1.0881
C 0.2409 -2.6931 -0.5288
C 1.4555 -3.3369 -1.1113
C 1.6121 -3.2456 -2.6374
C 1.6213 -1.8018 -3.1221
C 0.7880 -0.8203 -2.7727
C -0.7537 -0.9385 -2.5372
C -1.4119 -2.2955 -2.4700
H 1.5096 -4.3659 -0.7442
H 0.8391 -3.8027 -3.2220
H 2.3270 -2.7911 -0.6926
H -1.0995 -2.9836 -3.2661
H -1.7876 -3.3722 -0.6179
H 0.4682 -2.1217 0.4170
H -2.5229 -2.2105 -2.4987
H -0.9458 -0.3811 -1.5624
H 0.9568 0.1365 -3.3245
H -1.2270 -0.3341 -3.3589
H 2.6186 -3.6907 -2.8577
H 2.4496 -1.6784 -3.8367
P -1.2128 -0.9394 -5.5969
P -0.2500 1.9333 -5.3835
C -0.4055 -0.2537 -7.2315
C -0.9115 1.1700 -7.2123
H -0.8303 -0.8023 -8.0749
H 0.6914 -0.3871 -7.1703
H -0.5477 1.9746 -7.8943
H -2.0237 1.0817 -7.3434
C -1.1387 3.5226 -5.6700
H -0.6803 4.1612 -4.9055
H -2.1943 3.2675 -5.3793
H -1.0613 4.0038 -6.6519
C 1.4844 2.2905 -5.9071
H 1.4803 2.5227 -6.9749
H 2.1205 1.4045 -5.7524
H 2.0038 3.1243 -5.4023
C -2.8466 -1.7179 -5.8356
H -3.0014 -2.3451 -4.9419
H -2.8158 -2.3573 -6.7230
H -3.6510 -0.9604 -5.8888
C -0.2332 -2.5959 -5.8548
H 0.8447 -2.4102 -5.9796
H -0.6151 -3.0757 -6.7736
H -0.3680 -3.3096 -5.0266
C -3.1852 -3.8959 8.0396
C -2.9474 -3.7702 6.5363
C -3.4856 -4.6866 5.6452
C -3.2708 -4.5909 4.2828
C -2.4861 -3.5387 3.8037
C -1.9438 -2.5856 4.6706
C -2.1785 -2.7098 6.0358
S -2.1061 -3.3884 2.0626
O -0.7654 -3.9980 1.9634
O -3.1598 -4.0940 1.4063
O -2.0774 -1.9346 1.8485
H -4.2652 -3.8196 8.2730
H -2.8333 -4.8822 8.3997
H -2.6515 -3.1077 8.5943
H -4.1140 -5.5318 6.0234
H -3.6952 -5.3069 3.6122
H -1.3670 -1.7727 4.2918
H -1.7477 -1.9623 6.7308

---

[5]
94
Properties=species:S:1:pos:R:3 method="wB97M-V/def2-TZVPD" e_lumo_ev=3.8774 gap_ev=5.111 e_homo_ev=-1.23 charge=-2
Sn -1.1270 0.9760 -1.3959
N -1.4789 6.0196 -1.7930
C -1.8100 4.7370 -1.3162
S -2.6337 3.6802 -2.4118
N -1.4549 4.5058 -0.0973
N -1.7121 3.2434 0.3919
C -2.7577 3.1225 1.0985
C -3.1230 1.8258 1.6988
C -4.3599 1.6692 2.3145
C -4.7033 0.4229 2.8196
C -3.8139 -0.6255 2.6779
C -2.5999 -0.3777 2.0446
N -2.2506 0.8179 1.5967
H -1.3499 5.9994 -2.7934
H -0.6763 6.3941 -1.3034
H -3.4357 3.9659 1.2504
H -5.0393 2.5103 2.3764
H -5.6637 0.2721 3.2994
H -4.0548 -1.6256 3.0123
H -1.8878 -1.1772 1.8611
C -2.7420 -5.3967 -4.4232
Si -1.7884 -4.4416 -3.0895
C -1.0290 -5.7218 -1.9408
C -0.4419 -3.5445 -4.0289
C -3.0422 -3.3994 -2.1673
C -4.4011 -3.5719 -2.3733
C -5.3320 -2.8049 -1.6749
C -4.8314 -1.8579 -0.7992
N -3.5413 -1.6742 -0.5497
C -2.6349 -2.4469 -1.1842
S -0.9647 -2.2774 -0.7722
H -2.0446 -6.0221 -4.9875
H -3.2141 -4.7055 -5.1269
H -3.5187 -6.0515 -4.0202
H -0.3493 -6.3906 -2.4774
H -1.8067 -6.3271 -1.4676
H -0.4699 -5.2080 -1.1576
H 0.0360 -4.2459 -4.7212
H 0.3030 -3.1346 -3.3509
H -0.8426 -2.7136 -4.6150
H -4.7535 -4.2991 -3.0985
H -6.3983 -2.9194 -1.8239
H -5.5095 -1.1994 -0.2584
C 0.5530 1.3060 6.5019
Si 0.6807 1.8483 4.6939
C -0.8463 2.8459 4.2788
C 2.2198 2.9103 4.5281
C 0.8203 0.3591 3.5853
Te 0.8639 0.9779 1.4989
C 2.9690 0.5890 1.2577
Si 3.3588 -1.1953 0.8656
C 2.7706 -1.5945 -0.8504
C 2.5714 -2.3675 2.1065
C 5.2316 -1.4331 0.9672
H 0.4685 2.1665 7.1717
H 1.4320 0.7298 6.8027
H -0.3274 0.6761 6.6531
H -0.8621 3.7873 4.8353
H -1.7546 2.2898 4.5266
H -0.8765 3.0833 3.2135
H 2.1741 3.7777 5.1917
H 2.3196 3.2681 3.5011
H 3.1182 2.3396 4.7789
H -0.0162 -0.3332 3.7054
H 1.7379 -0.2030 3.7671
H 3.4738 0.9705 2.1490
H 3.2739 1.2172 0.4136
H 1.6863 -1.4705 -0.9193
H 3.0136 -2.6227 -1.1327
H 3.2235 -0.9150 -1.5778
H 1.4841 -2.2610 2.0856
H 2.9211 -2.1896 3.1269
H 2.8099 -3.4019 1.8436
H 5.7376 -0.7654 0.2653
H 5.5135 -2.4599 0.7179
H 5.6048 -1.2144 1.9716
C 1.6091 -0.2374 -3.9089
C 2.4594 0.8586 -3.3442
C 3.7462 1.0820 -3.8044
C 4.5353 2.1150 -3.3050
C 3.9847 2.9561 -2.3428
C 2.7003 2.7735 -1.8538
C 2.1014 3.7360 -0.8714
C 1.9053 1.6775 -2.3101
N 0.6936 1.4259 -1.8075
H 2.1564 -0.8176 -4.6562
H 0.7068 0.1755 -4.3731
H 1.2548 -0.9098 -3.1242
H 4.1430 0.4267 -4.5761
H 5.5444 2.2708 -3.6690
H 4.5676 3.7930 -1.9652
H 2.7461 4.6100 -0.7439
H 1.9351 3.2868 0.1123
H 1.1115 4.0599 -1.2035

---

Let's list maximum force in order: 3.08, 4.52, 6.17, 4.48, 0.25 eV/Å.
Let's list ΔE to the lowest compared entry with this formula, charge and spin in order: 29.9, 819.2, 657.2, 535.8, 23.4 kJ/mol.